17
Properties=species:S:1:pos:R:3 method="wB97M-V/def2-TZVPD" homo_energy_ev=-14.66 energy_ev=-7862.8403 e_above_lowest_ev=3.508 charge=+1 lumo_energy_ha=-0.1237 gap_ev=11.30
H -1.89485 -1.28947 -1.42661
C 1.75272 -0.86570 1.56919
C -0.66830 1.70893 -0.66461
C -1.61067 -0.23801 -1.71259
N -1.26835 0.47434 -0.38791
C 0.06850 2.65869 -0.54391
H 1.57647 -1.85527 1.29540
H -0.55860 -1.26438 0.71001
H 2.74517 -0.48894 1.29665
H 1.36379 1.15366 0.58168
H -2.25636 0.31882 -2.44514
H -2.15393 0.69143 0.17866
H -0.64061 -0.42091 -2.26475
H 0.63643 3.56880 -0.77477
H 1.63018 -0.98653 2.71185
C 0.92197 0.15325 0.75402
C -0.28264 -0.30548 0.45906